[1]
134
Properties=species:S:1:pos:R:3 method="wB97M-V/def2-TZVPD" gap_ev=8.28 total_energy_ev=-78494.380 lumo_energy_ev=0.61 relative_energy_ev=0.000
N 0.977 4.518 -2.232
C 0.054 3.519 -2.218
C -0.122 3.131 -3.535
C 0.662 3.988 -4.327
C 1.374 4.826 -3.509
H 1.354 5.022 -1.449
H -0.373 3.163 -1.302
H -0.677 2.257 -3.836
H 0.804 3.900 -5.395
H 2.084 5.623 -3.627
N 2.712 1.776 -3.503
C 3.015 1.099 -2.348
C 4.119 0.314 -2.620
C 4.460 0.497 -3.988
C 3.621 1.483 -4.471
H 1.946 2.453 -3.513
H 2.536 1.325 -1.410
H 4.562 -0.390 -1.930
H 5.264 -0.036 -4.463
H 3.468 1.862 -5.469
N -1.866 -6.149 2.564
C -1.015 -5.077 2.640
C -1.805 -3.946 2.667
C -3.138 -4.353 2.372
C -3.144 -5.730 2.282
H -1.666 -7.090 2.844
H 0.040 -5.190 2.797
H -1.596 -2.908 2.870
H -3.973 -3.682 2.248
H -3.963 -6.418 2.178
N 1.783 6.746 0.633
C 2.947 6.029 0.610
C 2.605 4.722 0.731
C 1.184 4.604 0.809
C 0.741 5.891 0.789
H 1.680 7.730 0.480
H 3.922 6.470 0.526
H 3.301 3.904 0.846
H 0.557 3.738 0.901
H -0.292 6.191 0.874
N -1.580 -0.049 -0.576
C -0.412 0.640 -0.811
C 0.209 0.900 0.396
C -0.566 0.241 1.378
C -1.660 -0.311 0.783
H -2.247 -0.436 -1.259
H -0.035 0.903 -1.785
H 1.115 1.450 0.592
H -0.407 0.177 2.445
H -2.480 -0.838 1.235
N 0.319 -3.221 -1.295
C 0.428 -4.578 -1.170
C 1.727 -4.878 -1.502
C 2.374 -3.676 -1.873
C 1.450 -2.654 -1.748
H -0.500 -2.700 -1.021
H -0.455 -5.086 -0.824
H 2.223 -5.832 -1.425
H 3.407 -3.453 -2.082
H 1.510 -1.607 -1.990
N -2.346 1.634 3.720
C -2.244 0.446 4.380
C -3.199 -0.415 3.914
C -4.057 0.372 3.086
C -3.451 1.576 2.902
H -1.642 2.359 3.649
H -1.439 0.256 5.074
H -3.310 -1.458 4.159
H -4.858 -0.101 2.536
H -3.614 2.410 2.242
N -6.666 2.492 -0.395
C -5.436 2.009 -0.073
C -4.617 2.222 -1.156
C -5.436 2.707 -2.208
C -6.686 2.927 -1.697
H -7.426 2.556 0.254
H -5.140 1.671 0.903
H -3.559 2.021 -1.166
H -5.119 2.953 -3.209
H -7.579 3.398 -2.065
N 4.209 0.753 0.937
C 3.442 -0.269 1.437
C 3.948 -0.526 2.680
C 4.975 0.410 2.999
C 5.122 1.181 1.872
H 4.088 1.229 0.059
H 2.671 -0.768 0.877
H 3.676 -1.330 3.348
H 5.341 0.562 3.999
H 5.802 1.962 1.572
N 0.995 -2.063 4.281
C 1.060 -2.424 3.000
C 1.814 -3.476 2.536
C 2.642 -4.177 3.408
C 2.664 -3.728 4.729
C 1.841 -2.691 5.120
H 0.475 -1.791 2.343
H 1.854 -3.754 1.489
H 3.248 -5.005 3.069
H 3.357 -4.246 5.383
H 1.703 -2.474 6.175
N -3.077 -2.115 -2.088
C -3.059 -3.182 -1.290
C -3.782 -4.328 -1.549
C -4.274 -4.495 -2.838
C -4.297 -3.416 -3.699
C -3.737 -2.230 -3.237
H -2.496 -3.150 -0.360
H -3.621 -5.136 -0.846
H -4.704 -5.443 -3.147
H -4.858 -3.451 -4.621
H -3.579 -1.393 -3.916
N -0.427 -0.651 -6.178
C -0.173 -1.364 -7.277
C 0.880 -2.242 -7.400
C 1.735 -2.420 -6.315
C 1.434 -1.757 -5.151
C 0.377 -0.846 -5.136
H -0.875 -1.150 -8.074
H 1.024 -2.772 -8.332
H 2.628 -3.031 -6.357
H 1.983 -1.928 -4.239
H 0.040 -0.452 -4.177
N 0.212 3.137 3.752
C 1.407 2.534 3.834
C 2.295 2.694 4.868
C 1.943 3.498 5.928
C 0.731 4.158 5.850
C -0.124 3.886 4.788
H 1.574 1.805 3.046
H 3.197 2.099 4.825
H 2.595 3.685 6.770
H 0.482 4.911 6.588
H -1.119 4.329 4.835

---

[2]
162
Properties=species:S:1:pos:R:3 method="wB97M-V/def2-TZVPD" spin_multiplicity=2 charge=+1 gap_ev="6.98 / 2.88" s_squared=0.763 total_energy_ev=-150841.564 lumo_energy_ev="-2.86 / -6.96"
N 2.432 1.766 1.867
C 3.620 2.162 2.332
C 4.600 1.281 1.903
C 3.884 0.115 1.507
C 2.543 0.484 1.514
H 1.597 2.330 1.792
H 3.710 3.168 2.714
H 5.660 1.470 1.981
H 4.288 -0.868 1.312
H 1.666 -0.012 1.126
N 2.455 -0.225 4.485
C 2.848 -0.810 5.682
C 1.719 -1.325 6.286
C 0.625 -1.138 5.456
C 1.140 -0.496 4.309
H 3.069 0.231 3.825
H 3.913 -0.713 5.835
H 1.696 -1.847 7.231
H -0.375 -1.430 5.742
H 0.685 -0.311 3.347
N -0.646 1.211 -0.493
C -0.337 -0.078 -0.800
C -0.720 -0.788 0.281
C -1.326 0.063 1.208
C -1.217 1.350 0.739
H -0.545 1.990 -1.128
H 0.100 -0.329 -1.755
H -0.623 -1.849 0.459
H -1.794 -0.210 2.142
H -1.535 2.308 1.124
N -5.834 3.134 0.406
C -5.970 4.175 -0.469
C -4.709 4.749 -0.650
C -3.801 4.051 0.165
C -4.534 3.127 0.909
H -6.628 2.763 0.909
H -6.874 4.415 -1.011
H -4.453 5.664 -1.163
H -2.756 4.290 0.293
H -4.340 2.420 1.702
C -1.302 -0.917 -4.386
C -0.992 -0.455 -5.665
C -1.976 -0.021 -6.630
C -3.289 0.053 -6.169
C -3.641 -0.402 -4.899
C -2.673 -0.941 -4.042
H -0.517 -1.290 -3.746
H 0.049 -0.423 -5.952
H -1.760 0.262 -7.650
H -4.078 0.578 -6.687
H -4.672 -0.380 -4.578
H -2.859 -1.573 -3.186
C -0.771 -6.234 -0.470
C -1.643 -6.250 0.646
C -2.396 -5.134 0.955
C -2.460 -4.081 0.058
C -1.548 -4.028 -1.060
C -0.673 -5.093 -1.252
H -0.161 -7.057 -0.813
H -1.773 -7.095 1.306
H -3.026 -5.130 1.832
H -3.119 -3.268 0.324
H -1.332 -3.238 -1.764
H 0.108 -5.140 -1.998
C 4.322 2.063 -1.605
C 3.163 2.302 -2.571
O 3.207 1.395 -3.667
C 4.084 1.603 -4.776
O 4.994 2.467 -4.772
C 4.075 0.480 -5.828
F 4.180 1.047 -7.014
F 5.162 -0.300 -5.593
F 2.979 -0.286 -5.815
H 4.260 1.024 -1.283
H 4.312 2.602 -0.657
H 5.307 2.168 -2.061
H 3.203 3.351 -2.865
H 2.213 2.253 -2.038
C 5.849 -5.426 -3.756
C 4.843 -5.267 -2.687
O 4.110 -4.057 -2.806
C 2.980 -3.938 -2.058
O 2.548 -4.823 -1.277
C 2.271 -2.566 -2.194
F 1.161 -2.767 -2.894
F 1.961 -2.090 -1.006
F 2.991 -1.672 -2.857
H 5.473 -5.323 -4.774
H 6.285 -6.418 -3.641
H 6.592 -4.629 -3.718
H 5.346 -5.379 -1.726
H 4.130 -6.089 -2.738
C -2.727 6.779 -4.011
C -1.284 7.119 -3.681
O -0.688 6.201 -2.782
C -0.070 6.665 -1.656
O -0.153 7.785 -1.224
C 0.762 5.627 -0.868
F 1.534 6.312 0.008
F -0.053 4.718 -0.226
F 1.510 4.930 -1.721
H -3.393 6.856 -3.152
H -2.803 5.817 -4.517
H -3.184 7.513 -4.675
H -1.157 8.119 -3.268
H -0.772 7.063 -4.642
C 0.574 2.660 6.987
C -0.452 2.549 5.812
O -0.721 3.763 5.122
C -1.481 3.822 3.989
O -2.006 2.849 3.484
C -1.803 5.226 3.422
F -1.447 5.296 2.158
F -3.125 5.409 3.516
F -1.160 6.243 4.054
H 1.442 3.275 6.749
H 0.905 1.715 7.417
H 0.041 3.113 7.823
H -1.409 2.139 6.134
H -0.070 1.895 5.028
C 2.238 -3.484 1.810
C 2.920 -3.893 3.171
O 2.104 -4.868 3.839
C 2.351 -6.207 3.593
O 3.244 -6.617 2.839
C 1.440 -7.094 4.405
F 0.395 -7.419 3.617
F 2.127 -8.159 4.788
F 1.020 -6.500 5.513
H 1.645 -4.272 1.346
H 2.951 -2.972 1.163
H 1.410 -2.815 2.045
H 3.168 -2.911 3.573
H 3.923 -4.277 2.980
C -4.189 3.008 -3.967
C -2.697 3.040 -3.460
O -1.806 3.114 -4.525
C -0.475 3.023 -4.352
O 0.011 2.905 -3.280
C 0.326 2.985 -5.715
F 0.920 4.161 -5.994
F 1.275 2.006 -5.630
F -0.465 2.664 -6.732
H -4.867 2.666 -3.185
H -4.348 2.274 -4.757
H -4.531 4.004 -4.249
H -2.489 2.155 -2.858
H -2.535 3.973 -2.919
C -2.959 -5.805 4.468
C -1.792 -4.815 4.321
O -2.440 -3.619 3.899
C -2.865 -2.715 4.834
O -2.516 -2.774 6.053
C -3.721 -1.553 4.348
F -4.907 -1.651 4.967
F -3.149 -0.331 4.710
F -4.023 -1.471 3.055
H -3.516 -5.441 5.331
H -2.716 -6.860 4.593
H -3.612 -5.838 3.596
H -1.068 -5.144 3.575
H -1.321 -4.694 5.297

---

[3]
139
Properties=species:S:1:pos:R:3 method="wB97M-V/def2-TZVPD" spin_multiplicity=2 charge=+2 gap_ev="5.65 / 6.12" s_squared=0.759 total_energy_ev=-105298.273 lumo_energy_ev="-7.38 / -6.96" relative_energy_ev=0.000
Re -0.032 -0.126 -0.156
C 0.493 -3.621 2.739
C -0.647 -2.598 2.671
C -1.669 -2.919 3.762
C -0.049 -1.244 2.877
C 0.390 -0.791 4.103
C 1.006 0.430 3.888
C 1.589 1.328 4.940
C 0.467 1.838 5.854
C 2.642 0.570 5.754
N 0.955 0.685 2.575
N 0.272 -0.318 1.925
B 1.693 1.727 1.730
N 0.669 2.527 0.887
N -0.103 1.905 -0.090
C -0.728 2.947 -0.789
C -0.387 4.129 -0.207
C 0.495 3.840 0.841
C 1.135 4.814 1.783
C 1.194 6.217 1.181
C 0.365 4.808 3.106
C -1.496 2.884 -2.079
C -0.507 3.138 -3.237
C -2.580 3.965 -2.176
N 2.629 0.983 0.755
N 2.061 0.155 -0.189
C 3.087 -0.411 -0.883
C 4.281 0.053 -0.369
C 3.964 0.937 0.650
C 4.954 1.685 1.501
C 4.887 3.205 1.336
C 4.898 1.258 2.970
C 2.945 -1.381 -2.011
C 3.447 -0.762 -3.321
C 3.700 -2.675 -1.697
H 0.109 -4.626 2.565
H 1.267 -3.411 2.001
H 0.954 -3.597 3.729
H -1.124 -2.650 1.695
H -1.165 -3.109 4.712
H -2.382 -2.113 3.915
H -2.223 -3.820 3.498
H 0.291 -1.301 5.046
H 2.063 2.184 4.460
H 0.003 1.006 6.387
H 0.870 2.529 6.596
H -0.314 2.355 5.298
H 2.171 -0.188 6.383
H 3.371 0.073 5.114
H 3.176 1.258 6.409
H 2.301 2.467 2.425
H -0.708 5.108 -0.519
H 2.153 4.479 1.978
H 0.195 6.645 1.074
H 1.759 6.873 1.842
H 1.680 6.224 0.205
H -0.662 5.151 2.954
H 0.330 3.810 3.540
H 0.844 5.477 3.822
H -1.967 1.910 -2.180
H -0.157 4.169 -3.180
H 0.374 2.499 -3.216
H -1.013 3.006 -4.195
H -2.129 4.946 -2.334
H -3.214 3.762 -3.040
H -3.204 4.022 -1.292
H 5.273 -0.206 -0.699
H 5.921 1.368 1.107
H 4.001 3.617 1.820
H 5.759 3.662 1.804
H 4.878 3.499 0.286
H 4.032 1.690 3.473
H 4.851 0.173 3.071
H 5.790 1.605 3.492
H 1.904 -1.657 -2.121
H 4.497 -0.477 -3.236
H 3.359 -1.485 -4.132
H 2.891 0.135 -3.599
H 4.779 -2.506 -1.667
H 3.397 -3.085 -0.732
H 3.492 -3.418 -2.466
I -0.180 -0.118 -2.825
C -2.112 -0.144 -3.629
C -1.962 -0.051 -4.986
C -3.077 -0.071 -5.840
C -4.305 -0.197 -5.282
C -4.478 -0.293 -3.879
C -5.808 -0.434 -3.416
C -6.072 -0.546 -2.093
C -5.001 -0.500 -1.187
C -3.684 -0.348 -1.556
P -2.615 -0.245 -0.052
C -3.500 -1.420 1.078
C -3.665 -2.764 0.735
C -4.504 -3.579 1.477
C -5.215 -3.071 2.558
C -5.068 -1.738 2.896
C -4.213 -0.918 2.168
C -3.088 1.351 0.742
C -4.179 2.107 0.336
C -4.574 3.235 1.052
C -3.877 3.628 2.179
C -2.780 2.880 2.598
C -2.394 1.755 1.891
C -3.373 -0.262 -2.968
H -0.976 0.031 -5.426
H -2.942 -0.001 -6.910
H -5.191 -0.228 -5.904
H -6.606 -0.457 -4.148
H -7.082 -0.667 -1.727
H -5.253 -0.585 -0.138
H -3.178 -3.165 -0.137
H -4.620 -4.616 1.189
H -5.884 -3.708 3.122
H -5.621 -1.320 3.727
H -4.146 0.120 2.456
H -4.742 1.834 -0.547
H -5.430 3.806 0.715
H -4.190 4.502 2.736
H -2.236 3.162 3.491
H -1.565 1.170 2.264
C -0.392 -8.652 1.098
C -0.390 -7.247 0.559
C -1.549 -6.687 0.029
C -1.548 -5.406 -0.500
C -0.371 -4.672 -0.482
C 0.808 -5.215 0.022
C 0.786 -6.494 0.541
S -0.357 -3.149 -1.319
O 0.583 -3.251 -2.393
O -1.697 -2.739 -1.633
O 0.220 -2.100 -0.251
H -1.392 -8.966 1.391
H 0.267 -8.748 1.960
H -0.036 -9.349 0.337
H -2.463 -7.267 0.014
H -2.446 -4.990 -0.937
H 1.734 -4.656 -0.017
H 1.698 -6.925 0.936